# 1
The molecule C5H8O2. Source: OMol25; level of theory: ωB97M-V/def2-TZVPD.

Geometry as XYZ:
```
15
Properties=species:S:1:pos:R:3:lowdin_charge:R:1
C 0.517 0.597 1.667 -0.100
C 0.748 -0.234 -1.382 -0.061
C -0.617 0.699 0.812 -0.431
C -0.489 -0.290 -0.499 -0.367
C -1.678 -0.727 -1.014 0.071
O 1.809 0.715 1.239 0.016
O -1.707 1.115 1.166 0.051
H 2.401 0.683 1.999 0.113
H 0.331 0.762 2.727 0.127
H -0.153 -0.891 0.584 0.215
H 0.815 0.747 -1.856 0.089
H 0.683 -0.992 -2.164 0.077
H 1.668 -0.394 -0.827 0.063
H -1.730 -1.177 -1.996 0.067
H -2.598 -0.614 -0.457 0.071
```

Total charge: 0
Relative energy (zero: lowest compared OMol25 entry of this formula, charge and spin): 476.08 kJ/mol
Kohn-Sham gap (spin up / spin down): 8.0 / 7.3 eV

***

# 2
A structure of composition C48H46BiBrN4O5P. Source: OMol25; level of theory: ωB97M-V/def2-TZVPD.

Geometry as XYZ:
```
106
Properties=species:S:1:pos:R:3:lowdin_charge:R:1
Bi -0.260 0.005 0.205 2.019
C -0.768 2.974 -1.981 -0.168
C -2.205 2.961 -1.472 -0.108
C -2.375 3.069 0.022 -0.282
C -3.274 3.993 0.541 -0.017
C -3.412 4.119 1.912 -0.043
C -2.634 3.322 2.733 -0.037
C -1.773 2.413 2.146 -0.125
N -1.650 2.273 0.819 0.040
N -0.109 1.659 -2.087 -0.234
C 1.317 1.895 -2.338 -0.137
C 2.041 2.359 -1.103 -0.263
C 3.080 3.271 -1.198 -0.008
C 3.756 3.646 -0.049 -0.038
C 3.362 3.102 1.162 -0.036
C 2.315 2.199 1.176 -0.099
N 1.665 1.827 0.066 0.047
C -0.688 0.862 -3.176 -0.133
C 0.008 -0.469 -3.341 -0.283
C 0.156 -1.033 -4.599 -0.006
C 0.854 -2.222 -4.720 -0.041
C 1.394 -2.799 -3.580 -0.031
C 1.185 -2.177 -2.363 -0.105
N 0.492 -1.041 -2.235 0.050
H -0.164 3.599 -1.321 0.130
H -0.749 3.449 -2.973 0.129
H -2.740 2.086 -1.844 0.079
H -2.714 3.819 -1.914 0.122
H -3.848 4.614 -0.134 0.117
H -4.108 4.835 2.330 0.116
H -2.686 3.391 3.811 0.112
H -1.155 1.760 2.744 0.093
H 1.451 2.632 -3.143 0.136
H 1.789 0.974 -2.670 0.128
H 3.347 3.680 -2.163 0.120
H 4.569 4.358 -0.098 0.117
H 3.850 3.370 2.088 0.112
H 1.964 1.740 2.090 0.097
H -0.643 1.415 -4.126 0.136
H -1.746 0.676 -2.970 0.110
H -0.254 -0.534 -5.468 0.122
H 0.989 -2.682 -5.691 0.118
H 1.973 -3.711 -3.627 0.115
H 1.608 -2.584 -1.451 0.081
C 4.385 -1.832 4.467 -0.064
O 3.241 -2.586 4.845 -0.062
C 2.042 -2.191 4.374 -0.269
C 0.947 -2.961 4.800 0.005
C -0.306 -2.621 4.369 -0.019
C -0.531 -1.544 3.489 -0.112
C -1.885 -1.244 3.028 -0.356
C -3.057 -1.855 3.749 0.009
O -2.116 -0.499 2.070 -0.111
C 0.577 -0.782 3.068 -0.333
O 0.447 0.264 2.250 -0.340
C 1.859 -1.110 3.530 0.057
H 5.234 -2.323 4.932 0.097
H 4.314 -0.805 4.833 0.099
H 4.510 -1.830 3.383 0.070
H 1.120 -3.799 5.461 0.123
H -1.147 -3.214 4.705 0.115
H -2.937 -1.802 4.831 0.095
H -3.153 -2.907 3.469 0.089
H -3.963 -1.341 3.444 0.077
H 2.688 -0.525 3.162 0.114
Br 3.972 -3.301 0.489 0.822
C 2.505 -4.322 1.126 -0.578
C 2.836 -5.576 1.620 -0.128
C 1.849 -6.425 2.091 -0.059
C 0.520 -6.030 2.061 -0.058
C 0.194 -4.784 1.562 -0.014
C 1.171 -3.904 1.089 -0.147
C 0.683 -2.564 0.637 -0.662
O 1.481 -1.610 0.424 -0.205
O -0.566 -2.384 0.518 -0.166
H 3.873 -5.881 1.635 0.098
H 2.125 -7.397 2.478 0.113
H -0.256 -6.687 2.432 0.109
H -0.833 -4.448 1.543 0.109
C -4.518 0.199 -0.989 -0.275
P -3.252 -1.094 -0.699 0.994
C -3.266 -2.021 -2.276 -0.369
C -4.248 -1.863 -3.255 -0.083
C -4.230 -2.640 -4.405 -0.074
C -3.246 -3.604 -4.579 -0.078
C -2.274 -3.779 -3.605 -0.077
C -2.273 -2.980 -2.470 -0.125
C -4.131 -2.271 0.390 -0.350
C -3.664 -3.582 0.489 -0.093
C -4.290 -4.493 1.325 -0.079
C -5.387 -4.106 2.084 -0.087
C -5.851 -2.802 2.002 -0.089
C -5.223 -1.888 1.165 -0.108
H -5.526 -0.209 -1.077 0.051
H -4.282 0.724 -1.915 0.029
H -4.499 0.918 -0.168 0.041
H -5.043 -1.138 -3.127 0.093
H -4.997 -2.506 -5.156 0.107
H -3.246 -4.224 -5.467 0.107
H -1.509 -4.535 -3.730 0.107
H -1.511 -3.116 -1.712 0.079
H -2.812 -3.897 -0.100 0.086
H -3.923 -5.511 1.378 0.107
H -5.880 -4.819 2.733 0.107
H -6.704 -2.491 2.591 0.110
H -5.592 -0.872 1.132 0.099
```

Total charge: +1
Relative energy (zero: lowest compared OMol25 entry of this formula, charge and spin): 0.00 kJ/mol
Kohn-Sham gap: 8.3 eV

***

# 3
The molecule C3H5Cl2F. Source: OMol25; level of theory: ωB97M-V/def2-TZVPD.

Geometry as XYZ:
```
11
Properties=species:S:1:pos:R:3:lowdin_charge:R:1
F -2.295 0.154 -0.367 -0.062
C -1.183 -0.471 0.038 -0.263
C -0.022 0.409 -0.409 -0.709
Cl -0.433 2.117 0.005 0.632
C 1.189 -0.069 0.308 -0.659
Cl 2.755 0.585 -0.272 0.541
H -1.258 -0.536 1.064 0.108
H -1.356 -1.322 -0.469 0.102
H 0.126 0.351 -1.495 0.115
H 1.253 -1.171 0.147 0.088
H 1.224 -0.047 1.449 0.109
```

Total charge: 0
Relative energy (zero: lowest compared OMol25 entry of this formula, charge and spin): 74.34 kJ/mol
Kohn-Sham gap: 11.8 eV

***

# 4
A cluster of 2 separate species, C17H23F9O6S in total. Source: OMol25; level of theory: ωB97M-V/def2-TZVPD.

Geometry as XYZ:
```
56
Properties=species:S:1:pos:R:3:lowdin_charge:R:1
C -4.084 -3.577 1.773 -0.093
C -3.017 -2.392 1.540 -0.255
O -3.184 -1.707 0.249 -0.194
C -2.537 -0.390 0.299 -0.152
C -1.394 -0.228 -0.856 -0.147
O -0.573 0.935 -0.628 -0.262
C 0.820 0.631 -0.460 -0.134
C 1.384 1.252 0.952 -0.183
C 2.466 0.127 1.449 -0.069
C 1.484 -0.851 2.323 -0.058
C 2.283 -2.000 3.109 -0.188
F 3.695 -1.787 2.817 0.031
F 2.192 -1.868 4.552 0.056
C 1.809 -3.506 2.772 -0.169
F 1.794 -4.240 4.024 0.066
F 0.455 -3.589 2.279 0.061
C 2.791 -4.326 1.796 -0.162
F 4.070 -4.606 2.412 0.085
F 2.184 -5.632 1.619 0.068
C 2.980 -3.697 0.325 -0.256
F 1.862 -2.966 -0.159 0.097
F 4.209 -2.949 0.201 0.078
F 3.144 -4.816 -0.579 0.074
C 0.735 0.319 3.129 -0.286
O 0.488 0.491 4.344 0.109
O 0.406 1.251 2.062 -0.036
H -4.882 -3.196 2.525 0.078
H -3.555 -4.482 2.275 0.082
H -4.661 -3.895 0.836 0.080
H -1.933 -2.819 1.548 0.111
H -3.125 -1.660 2.434 0.124
H -2.009 -0.212 1.310 0.115
H -3.309 0.462 0.121 0.144
H -1.938 -0.065 -1.875 0.139
H -0.838 -1.225 -0.955 0.126
H 1.091 -0.481 -0.433 0.101
H 1.496 1.115 -1.277 0.145
H 1.745 2.335 0.865 0.163
H 3.141 0.719 2.190 0.145
H 3.117 -0.381 0.654 0.127
H 0.662 -1.193 1.578 0.156
O -2.807 2.974 -3.417 -0.314
S -1.459 3.183 -2.936 0.711
O -0.847 2.314 -1.945 -0.315
C -0.370 3.313 -4.344 -0.232
C -0.383 4.795 -4.696 -0.227
C -0.298 5.539 -3.362 -0.221
C -1.300 4.886 -2.408 -0.221
H -0.729 2.676 -5.153 0.109
H 0.626 2.993 -4.026 0.107
H 0.444 5.057 -5.360 0.116
H -1.319 5.051 -5.203 0.121
H 0.714 5.443 -2.955 0.117
H -0.505 6.605 -3.480 0.115
H -0.949 4.912 -1.375 0.105
H -2.284 5.355 -2.478 0.107
```

Total charge: 0
Kohn-Sham gap: 9.3 eV

***

# 5
A structure of composition C11H10MnN2O4. Source: OMol25; level of theory: ωB97M-V/def2-TZVPD.

Geometry as XYZ:
```
28
Properties=species:S:1:pos:R:3:lowdin_charge:R:1
Mn 0.341 -0.798 2.141 0.548
C 0.688 0.191 3.607 0.009
O 0.991 0.778 4.568 0.264
C 0.248 -2.528 2.408 -0.139
O -0.051 -3.670 2.406 0.276
C 1.391 -1.620 0.746 -0.020
O 1.844 -2.184 -0.203 0.226
C -1.386 -1.103 1.610 -0.009
O -2.469 -1.204 1.071 0.211
C -0.768 -2.524 -2.151 -0.082
H -1.584 -1.868 -2.511 0.071
H 0.179 -2.173 -2.584 0.064
C -0.886 -3.514 -1.313 -0.077
H 0.031 -3.838 -0.808 0.045
H -1.697 -3.433 -0.606 0.045
N 0.365 4.118 -1.526 0.213
C 0.275 2.888 -0.984 -0.257
C -0.902 2.106 -1.077 0.058
C -0.959 0.901 -0.370 -0.069
N 0.050 0.510 0.454 -0.084
C 1.255 1.127 0.329 -0.122
C 1.386 2.361 -0.287 0.046
H -0.374 4.562 -2.030 0.135
H 1.208 4.650 -1.403 0.133
H -1.780 2.450 -1.634 0.143
H -1.828 0.244 -0.473 0.115
H 2.115 0.644 0.815 0.118
H 2.314 2.928 -0.193 0.141
```

2S+1: 6
Total charge: +2
Relative energy (zero: lowest compared OMol25 entry of this formula, charge and spin): 262.41 kJ/mol
Kohn-Sham gap (spin up / spin down): 7.4 / 4.5 eV
Expectation value of S²: 8.797

***

# 6
A structure of composition C5H8O. Source: OMol25; level of theory: ωB97M-V/def2-TZVPD.

Geometry as XYZ:
```
14
Properties=species:S:1:pos:R:3:lowdin_charge:R:1
C 1.401 0.690 0.885 0.045
C 0.017 -0.025 -0.275 -0.220
C -0.623 -1.303 -0.985 -0.078
C -0.861 -1.018 0.450 -0.149
C -0.376 1.303 -0.715 -0.262
O 0.171 2.253 -0.194 -0.012
H 1.368 -0.133 1.569 0.018
H 2.298 0.785 0.278 0.048
H 1.352 1.632 1.500 0.073
H -1.505 -1.169 -1.640 0.108
H -0.031 -2.160 -1.296 0.090
H -0.289 -1.628 1.153 0.105
H -1.845 -0.737 0.806 0.107
H -1.077 1.509 -1.535 0.126
```

Total charge: 0
Relative energy (zero: lowest compared OMol25 entry of this formula, charge and spin): 420.43 kJ/mol
Kohn-Sham gap: 10.2 eV

***

no.,maximum force (eV Å⁻¹)
1,3.37
2,0.48
3,4.24
4,6.55
5,14.60
6,1.94